(1)
C51H38CaN7SSe | the ωB97M-V functional and the def2-TZVPD basis

- lowest unoccupied orbital energy (eV) = 0.853
- charge = -1
- 2S+1 = 1
- relative energy (zero: lowest compared OMol25 entry of this formula, charge and spin) (kcal/mol) = 138.7
- HOMO-LUMO gap (eV) = 4.558

```
99
C51H38CaN7SSe | the Open Molecules 2025 dataset | the ωB97M-V functional and the def2-TZVPD basis
Ca 0.13 -0.20 0.64
C 7.80 1.30 -0.16
C 7.54 0.12 0.53
C 6.25 -0.36 0.65
C 5.15 0.30 0.09
C 5.43 1.51 -0.56
C 6.73 2.00 -0.69
C 3.71 -0.12 0.21
C 3.24 -1.05 1.18
C 3.90 -2.20 1.79
C 2.97 -2.90 2.47
C 1.71 -2.19 2.35
N 1.92 -1.11 1.54
C 0.51 -2.49 3.06
C -0.64 -1.67 3.16
C -1.87 -1.97 3.89
C -2.68 -0.89 3.78
C -2.00 0.08 2.93
C -2.58 1.22 2.33
C -3.62 2.00 3.07
C -4.30 3.08 2.48
C -5.23 3.83 3.19
C -5.49 3.56 4.52
C -4.77 2.55 5.15
C -3.84 1.80 4.44
C -2.34 1.55 0.93
N -1.17 1.48 0.28
C -1.39 1.59 -1.09
C -0.34 1.62 -2.06
C -0.57 2.09 -3.51
C -1.99 2.56 -3.99
C -2.07 3.48 -5.25
C -0.73 3.82 -5.93
C 0.40 3.90 -4.97
C 0.46 3.15 -3.86
C 1.00 1.18 -1.82
C 2.05 1.02 -2.81
C 3.18 0.65 -2.17
C 2.83 0.48 -0.77
N 1.54 0.80 -0.61
C -2.83 1.68 -1.27
C -3.40 1.70 -0.04
N -0.78 -0.43 2.59
C 0.51 -3.78 3.83
C 0.33 -3.81 5.21
C 0.31 -5.02 5.90
C 0.48 -6.22 5.23
C 0.68 -6.20 3.85
C 0.69 -4.99 3.17
H 8.81 1.68 -0.25
H 8.36 -0.44 0.98
H 6.12 -1.26 1.21
H 4.62 2.11 -0.94
H 6.89 2.94 -1.20
H 4.92 -2.53 1.63
H 3.13 -3.83 3.01
H -2.10 -2.90 4.39
H -3.70 -0.81 4.13
H -4.08 3.36 1.46
H -5.73 4.65 2.69
H -6.20 4.16 5.08
H -4.92 2.35 6.20
H -3.26 1.07 4.98
H -2.68 2.87 -3.22
H -2.80 4.28 -5.19
H -0.78 4.73 -6.52
H 1.19 4.63 -5.14
H 1.27 3.34 -3.17
H 1.93 1.15 -3.88
H 4.13 0.40 -2.61
H -3.36 1.55 -2.19
H -4.46 1.67 0.18
H 0.20 -2.87 5.74
H 0.17 -5.02 6.98
H 0.47 -7.16 5.77
H 0.82 -7.13 3.31
H 0.87 -4.99 2.09
N -0.42 -2.07 -0.73
N -0.91 -3.22 -0.05
C -2.14 -3.19 0.50
N -2.36 -4.22 1.37
S -3.27 -2.01 0.14
H -1.15 -1.74 -1.37
H 0.30 -2.40 -1.38
H -0.19 -3.74 0.42
H -1.57 -4.62 1.86
H -3.19 -4.09 1.93
Se -0.86 -1.01 -3.66
C -0.75 0.76 -4.52
C -2.16 1.30 -4.90
C -2.25 2.22 -6.15
C -0.90 2.53 -6.86
C 0.15 1.47 -6.75
C 0.24 0.70 -5.66
H -2.95 0.57 -4.77
H -3.12 2.08 -6.80
H -1.04 2.82 -7.90
H 0.87 1.35 -7.55
H 1.02 -0.05 -5.58
```

=====

(2)
C51H41N8P2RuSSe2 | the ωB97M-V functional and the def2-TZVPD basis

- lowest unoccupied orbital energy (alpha / beta) (eV) = -0.567 / -0.766
- charge = 0
- 2S+1 = 2
- relative energy (zero: lowest compared OMol25 entry of this formula, charge and spin) (kcal/mol) = 49.4
- HOMO-LUMO gap (alpha / beta) (eV) = 6.656 / 6.791

```
106
C51H41N8P2RuSSe2 | the Open Molecules 2025 dataset | the ωB97M-V functional and the def2-TZVPD basis
Ru 0.37 1.74 -0.30
N 3.58 2.87 2.34
C 2.41 2.73 1.66
S 2.53 2.33 -0.06
N 1.30 2.98 2.26
N 0.24 2.88 1.38
C -0.75 3.71 1.47
C -0.91 4.70 2.55
C -1.14 6.03 2.24
C -1.29 6.97 3.25
C -1.24 6.57 4.58
C -1.02 5.24 4.89
C -0.85 4.30 3.89
C -1.68 3.61 0.33
C -2.95 4.05 0.44
C -4.10 3.83 -0.42
C -4.19 3.04 -1.49
C -3.04 2.26 -2.08
N -1.11 2.92 -0.74
H 4.38 2.38 1.99
H 3.50 2.97 3.34
H -1.19 6.34 1.20
H -1.46 8.01 3.00
H -1.36 7.30 5.37
H -0.97 4.93 5.93
H -0.66 3.27 4.13
H -3.17 4.59 1.36
H -5.01 4.34 -0.11
H -5.15 2.94 -1.99
H -3.20 2.16 -3.15
Se 2.76 -4.76 -0.21
P 1.60 -3.88 1.30
C -0.03 -4.65 1.54
C -0.32 -5.87 0.95
C -1.57 -6.45 1.16
C -2.51 -5.82 1.95
C -2.21 -4.60 2.54
C -0.97 -4.01 2.35
C 2.38 -3.93 2.93
C 1.95 -4.82 3.91
C 2.63 -4.90 5.12
C 3.74 -4.10 5.35
C 4.17 -3.22 4.37
C 3.50 -3.14 3.16
C 1.25 -2.13 1.08
C 1.13 -1.26 0.00
N 0.75 -0.07 0.55
N 0.64 -0.21 1.86
N 0.93 -1.43 2.19
P 1.34 -1.29 -1.79
Se 0.60 0.59 -2.54
C 3.07 -1.54 -2.24
C 3.97 -0.51 -1.96
C 5.31 -0.65 -2.31
C 5.74 -1.79 -2.96
C 4.85 -2.81 -3.25
C 3.52 -2.69 -2.88
C 0.42 -2.66 -2.51
C -0.37 -3.50 -1.74
C -1.11 -4.51 -2.35
C -1.07 -4.66 -3.73
C -0.30 -3.80 -4.50
C 0.45 -2.80 -3.90
H 0.42 -6.34 0.31
H -1.80 -7.40 0.69
H -3.48 -6.27 2.11
H -2.95 -4.10 3.17
H -0.73 -3.06 2.81
H 1.09 -5.45 3.73
H 2.29 -5.60 5.88
H 4.26 -4.17 6.29
H 5.04 -2.59 4.55
H 3.84 -2.45 2.40
H 3.63 0.39 -1.48
H 6.00 0.15 -2.08
H 6.79 -1.89 -3.23
H 5.19 -3.71 -3.74
H 2.83 -3.51 -3.08
H -0.42 -3.37 -0.67
H -1.72 -5.16 -1.74
H -1.65 -5.44 -4.20
H -0.27 -3.91 -5.58
H 1.04 -2.13 -4.50
C -1.03 6.44 -4.25
C -2.18 5.69 -4.46
C -2.46 4.57 -3.69
C -1.56 4.15 -2.70
C -0.41 4.92 -2.49
C -0.15 6.04 -3.26
N -1.78 2.99 -1.95
C -2.96 0.85 -1.53
C -2.85 0.59 -0.17
C -2.77 -0.72 0.30
C -2.84 -1.78 -0.59
C -2.98 -1.53 -1.95
C -3.04 -0.22 -2.41
H -0.83 7.31 -4.85
H -2.89 5.99 -5.22
H -3.38 4.04 -3.86
H 0.30 4.62 -1.72
H 0.75 6.61 -3.07
H -2.86 1.40 0.55
H -2.66 -0.89 1.36
H -2.78 -2.80 -0.22
H -3.03 -2.35 -2.65
H -3.12 -0.04 -3.48
```

=====

(3)
C51H41N8P2RuSSe2 | the ωB97M-V functional and the def2-TZVPD basis

- lowest unoccupied orbital energy (alpha / beta) (eV) = -0.516 / -1.024
- charge = 0
- 2S+1 = 2
- relative energy (zero: lowest compared OMol25 entry of this formula, charge and spin) (kcal/mol) = 36.4
- HOMO-LUMO gap (alpha / beta) (eV) = 6.715 / 6.193

```
106
C51H41N8P2RuSSe2 | the Open Molecules 2025 dataset | the ωB97M-V functional and the def2-TZVPD basis
Ru 0.13 -0.58 0.09
N -1.25 1.83 3.52
C -0.73 1.27 2.40
S -1.04 -0.42 2.15
N -0.06 2.07 1.61
N 0.43 1.42 0.51
C 1.13 2.11 -0.32
C 1.37 3.56 -0.19
C 0.29 4.43 -0.26
C 0.49 5.80 -0.17
C 1.77 6.30 0.02
C 2.86 5.44 0.10
C 2.65 4.07 -0.01
C 1.63 1.36 -1.49
C 2.34 1.96 -2.51
C 2.76 1.19 -3.59
C 2.45 -0.15 -3.62
C 1.73 -0.69 -2.56
N 1.34 0.04 -1.52
H -1.98 1.32 3.99
H -1.35 2.83 3.49
H -0.71 4.03 -0.39
H -0.35 6.47 -0.22
H 1.93 7.37 0.10
H 3.85 5.82 0.25
H 3.50 3.39 0.07
H 2.55 3.02 -2.47
H 3.30 1.65 -4.40
H 2.74 -0.79 -4.44
H 1.44 -1.73 -2.55
Se -3.27 4.42 0.92
P -4.15 3.09 -0.48
C -5.85 2.63 -0.06
C -6.57 3.44 0.82
C -7.90 3.18 1.07
C -8.53 2.11 0.45
C -7.83 1.30 -0.42
C -6.49 1.56 -0.68
C -4.31 3.85 -2.12
C -4.80 3.10 -3.19
C -4.95 3.68 -4.44
C -4.60 5.02 -4.63
C -4.12 5.76 -3.57
C -3.97 5.18 -2.32
C -3.15 1.62 -0.81
C -2.88 0.33 -0.35
N -1.70 -0.03 -0.94
N -1.32 0.97 -1.75
N -2.16 1.94 -1.70
P -3.86 -1.00 0.46
Se -2.94 -2.80 1.00
C -5.04 -1.38 -0.88
C -6.40 -1.56 -0.69
C -7.21 -1.95 -1.74
C -6.68 -2.15 -3.00
C -5.31 -1.96 -3.21
C -4.50 -1.58 -2.15
C -4.75 -0.25 1.84
C -5.70 -1.02 2.51
C -6.37 -0.50 3.61
C -6.07 0.79 4.06
C -5.09 1.53 3.42
C -4.43 1.01 2.31
H -6.06 4.26 1.31
H -8.45 3.81 1.76
H -9.58 1.91 0.65
H -8.31 0.46 -0.91
H -5.94 0.92 -1.36
H -5.05 2.06 -3.05
H -5.32 3.09 -5.27
H -4.71 5.47 -5.61
H -3.85 6.80 -3.72
H -3.59 5.76 -1.48
H -6.85 -1.37 0.28
H -8.28 -2.10 -1.58
H -7.31 -2.46 -3.82
H -4.89 -2.11 -4.19
H -3.44 -1.45 -2.31
H -5.89 -2.04 2.20
H -7.11 -1.10 4.12
H -6.59 1.19 4.91
H -4.85 2.53 3.75
H -3.66 1.60 1.85
C -1.33 -5.32 -2.85
C -0.60 -5.73 -1.75
C -0.02 -4.81 -0.90
C -0.17 -3.44 -1.15
C -0.90 -3.02 -2.26
C -1.48 -3.96 -3.10
N 0.36 -2.49 -0.27
C 1.67 -2.59 0.18
C 2.71 -3.21 -0.54
C 4.02 -3.01 -0.18
C 4.35 -2.16 0.88
C 3.35 -1.55 1.60
C 2.01 -1.78 1.28
H -1.79 -6.05 -3.51
H -0.50 -6.79 -1.54
H 0.53 -5.13 -0.02
H -1.03 -1.96 -2.43
H -2.05 -3.63 -3.96
H 2.46 -3.83 -1.40
H 4.80 -3.49 -0.75
H 5.39 -2.01 1.15
H 3.60 -0.92 2.45
H 1.23 -1.42 1.95
```

=====

(4)
C51H42F3IN4O3PPtSb | the ωB97M-V functional and the def2-TZVPD basis

- lowest unoccupied orbital energy (alpha / beta) (eV) = -6.226 / -6.362
- charge = +2
- 2S+1 = 1
- relative energy (zero: lowest compared OMol25 entry of this formula, charge and spin) (kcal/mol) = 47.8
- HOMO-LUMO gap (alpha / beta) (eV) = 6.310 / 6.253

```
107
C51H42F3IN4O3PPtSb | the Open Molecules 2025 dataset | the ωB97M-V functional and the def2-TZVPD basis
Pt 0.26 0.11 -0.50
O 2.58 6.19 1.76
C 1.77 5.42 2.60
C 1.54 4.07 1.98
C 0.70 3.13 2.56
C 0.48 1.94 1.90
N 1.05 1.65 0.73
C 1.91 2.52 0.18
C 2.16 3.75 0.78
C 2.51 2.15 -1.11
C 3.65 2.77 -1.61
C 4.13 2.42 -2.86
C 5.36 3.11 -3.40
O 6.21 3.55 -2.38
C 3.44 1.45 -3.58
C 2.34 0.85 -3.00
N 1.89 1.18 -1.80
H 2.79 7.03 2.19
H 0.79 5.90 2.76
H 2.23 5.29 3.59
H 0.20 3.32 3.50
H -0.15 1.17 2.32
H 2.81 4.47 0.32
H 4.17 3.53 -1.05
H 5.03 4.02 -3.94
H 5.88 2.47 -4.13
H 6.79 2.84 -2.09
H 3.75 1.15 -4.57
H 1.77 0.10 -3.54
I 0.64 -4.97 -4.12
C -0.19 -3.48 -2.91
C -1.46 -3.44 -2.35
N -1.52 -2.32 -1.62
N -0.37 -1.64 -1.67
C 0.45 -2.33 -2.45
H -2.29 -4.10 -2.46
H -2.30 -2.01 -1.05
H 1.44 -1.99 -2.67
F -4.80 5.37 3.31
C -4.30 4.33 2.65
C -3.66 3.32 3.35
C -3.13 2.25 2.66
C -3.26 2.19 1.28
C -3.91 3.20 0.58
C -4.43 4.28 1.27
Sb -2.48 0.52 0.17
C -4.32 0.03 -0.87
C -4.37 -0.43 -2.18
C -5.58 -0.74 -2.76
C -6.74 -0.60 -2.01
F -7.91 -0.91 -2.56
C -6.71 -0.15 -0.69
C -5.49 0.15 -0.13
C -1.46 1.74 -1.35
C -1.27 1.34 -2.68
C -0.71 2.20 -3.60
C -0.32 3.46 -3.20
F 0.23 4.29 -4.08
C -0.48 3.89 -1.88
C -1.05 3.02 -0.97
H -3.58 3.39 4.43
H -2.64 1.45 3.19
H -4.01 3.15 -0.49
H -4.93 5.09 0.75
H -3.47 -0.54 -2.77
H -5.65 -1.08 -3.78
H -7.63 -0.05 -0.14
H -5.44 0.50 0.89
H -1.58 0.36 -3.01
H -0.58 1.91 -4.64
H -0.17 4.88 -1.60
H -1.19 3.35 0.05
O 1.08 -1.05 1.47
P 1.14 -2.54 1.47
C -0.54 -3.22 1.34
C -0.93 -4.35 0.64
C -2.26 -4.76 0.68
C -3.19 -4.04 1.40
C -2.81 -2.90 2.09
C -1.49 -2.49 2.05
C 1.87 -3.20 3.00
C 1.44 -4.41 3.52
C 2.12 -4.96 4.60
C 3.20 -4.30 5.15
C 3.62 -3.09 4.63
C 2.96 -2.53 3.55
C 2.23 -3.15 0.16
C 2.92 -2.21 -0.59
C 3.83 -2.63 -1.55
C 4.03 -3.99 -1.76
C 3.34 -4.92 -1.00
C 2.45 -4.51 -0.03
H -0.21 -4.93 0.08
H -2.55 -5.65 0.15
H -4.22 -4.37 1.46
H -3.52 -2.34 2.67
H -1.16 -1.62 2.62
H 0.59 -4.92 3.09
H 1.80 -5.90 5.00
H 3.72 -4.73 5.99
H 4.47 -2.58 5.05
H 3.27 -1.59 3.13
H 2.76 -1.16 -0.39
H 4.38 -1.90 -2.12
H 4.73 -4.32 -2.51
H 3.51 -5.97 -1.16
H 1.96 -5.24 0.60
```